{"formula": "C52H108N4O6SSi", "method": "ωB97M-V/def2-TZVPD", "elements": ["C", "C", "Si", "S", "C", "C", "C", "C", "O", "C", "C", "C", "C", "C", "C", "C", "C", "C", "O", "C", "H", "H", "H", "H", "H", "H", "H", "H", "H", "H", "H", "H", "H", "H", "H", "H", "H", "H", "H", "H", "H", "H", "H", "H", "H", "H", "H", "H", "H", "H", "H", "H", "H", "H", "H", "H", "C", "C", "C", "C", "C", "C", "N", "O", "C", "C", "C", "H", "H", "H", "H", "H", "H", "H", "H", "H", "H", "H", "H", "H", "H", "H", "H", "H", "H", "C", "C", "C", "C", "C", "C", "N", "O", "C", "C", "C", "H", "H", "H", "H", "H", "H", "H", "H", "H", "H", "H", "H", "H", "H", "H", "H", "H", "H", "C", "C", "C", "C", "C", "C", "N", "O", "C", "C", "C", "H", "H", "H", "H", "H", "H", "H", "H", "H", "H", "H", "H", "H", "H", "H", "H", "H", "H", "C", "C", "C", "C", "C", "C", "N", "O", "C", "C", "C", "H", "H", "H", "H", "H", "H", "H", "H", "H", "H", "H", "H", "H", "H", "H", "H", "H", "H"], "xyz": [[3.33583, -4.12241, 0.89027], [3.11202, -2.64654, 0.49190], [1.93282, -2.52143, -0.96997], [1.85798, -0.44277, -1.56401], [0.29318, -3.25519, -0.39504], [-1.00885, -2.89339, -1.12496], [-1.50013, -1.44044, -1.00362], [-1.26727, -0.75926, 0.33063], [-2.28365, -1.08962, 1.27697], [2.66112, -3.43565, -2.43262], [1.70933, -3.76806, -3.60269], [2.36563, -3.57349, -4.96713], [2.52949, -2.10228, -5.37838], [3.96692, -1.59304, -5.36243], [4.06987, -0.15452, -5.86314], [3.54143, 0.87893, -4.83655], [4.53199, 2.00353, -4.53902], [4.35340, 2.61708, -3.17200], [3.05602, 3.17331, -3.07792], [2.93263, 4.08344, -2.01974], [2.63477, -4.79418, 0.39071], [3.21803, -4.29127, 1.95693], [4.32585, -4.44483, 0.57685], [2.62499, -2.11122, 1.30956], [4.05252, -2.14747, 0.27326], [2.12897, 0.12124, -0.38505], [0.19020, -3.08596, 0.67853], [0.42044, -4.33708, -0.50152], [-0.90888, -3.12821, -2.18371], [-1.79287, -3.55460, -0.75081], [-1.08124, -0.83226, -1.80157], [-2.58194, -1.45364, -1.14757], [-0.28053, -0.96013, 0.74604], [-1.32257, 0.31983, 0.18435], [-1.98917, -1.82548, 1.81036], [3.48163, -2.80938, -2.79164], [3.12836, -4.34709, -2.05625], [1.44506, -4.82336, -3.52400], [0.79324, -3.18093, -3.56461], [1.74885, -4.07799, -5.71246], [3.33641, -4.07166, -4.97510], [1.91931, -1.46324, -4.73531], [2.15142, -1.96609, -6.39303], [4.57914, -2.23872, -5.99416], [4.36696, -1.62460, -4.34655], [3.52115, -0.05955, -6.80233], [5.10893, 0.07793, -6.10231], [3.29709, 0.34468, -3.91604], [2.62609, 1.31249, -5.23186], [5.55316, 1.62478, -4.60855], [4.42063, 2.80096, -5.27516], [4.49607, 1.87263, -2.37915], [5.09773, 3.40906, -3.02032], [3.71290, 4.84926, -2.05926], [2.97553, 3.57718, -1.05048], [1.96703, 4.57402, -2.10641], [-8.85962, -3.17269, 3.70027], [-7.35363, -3.37287, 3.96745], [-6.81408, -2.25564, 4.86355], [-6.68555, -0.90925, 4.15039], [-5.87201, -1.04693, 2.86484], [-6.40710, -2.13273, 1.93012], [-6.57476, -3.40965, 2.69020], [-5.46614, -4.04561, 2.81890], [-7.71903, -1.66560, 1.28607], [-5.42092, -2.35970, 0.79513], [-7.19573, -4.71672, 4.66652], [-9.15812, -3.64765, 2.76600], [-9.43918, -3.63053, 4.50129], [-9.15407, -2.12614, 3.66331], [-5.82930, -2.55034, 5.23996], [-7.46968, -2.16431, 5.73298], [-7.67208, -0.49078, 3.93466], [-6.19457, -0.19554, 4.81498], [-5.85839, -0.09921, 2.32114], [-4.83332, -1.27893, 3.12087], [-8.18539, -2.46350, 0.70587], [-7.49507, -0.84187, 0.60836], [-8.45007, -1.28320, 1.99260], [-4.42291, -2.58687, 1.15557], [-5.35341, -1.44993, 0.19976], [-5.74745, -3.17236, 0.14334], [-7.53407, -5.53188, 4.02547], [-7.80335, -4.71374, 5.57147], [-6.16466, -4.91050, 4.95126], [-7.66044, 5.38002, 0.01849], [-7.44076, 4.20429, 0.99247], [-6.33326, 4.53393, 1.99484], [-4.93195, 4.51373, 1.38658], [-4.66861, 3.19227, 0.66726], [-5.73657, 2.84693, -0.37112], [-7.09293, 2.94657, 0.25794], [-7.37664, 1.89721, 0.93937], [-5.61662, 3.76253, -1.59900], [-5.53328, 1.42004, -0.86282], [-8.75343, 3.98012, 1.73169], [-8.08575, 5.03472, -0.92359], [-8.36166, 6.09110, 0.45327], [-6.75031, 5.93582, -0.19751], [-6.37136, 3.80819, 2.81346], [-6.54387, 5.51294, 2.43129], [-4.79561, 5.35614, 0.70321], [-4.19423, 4.64683, 2.17975], [-3.69685, 3.21666, 0.16963], [-4.62128, 2.38739, 1.40784], [-6.45437, 3.60507, -2.27923], [-4.69952, 3.52049, -2.13546], [-5.56695, 4.82023, -1.35703], [-5.50898, 0.70695, -0.04206], [-4.58086, 1.36022, -1.38959], [-6.32720, 1.12676, -1.55116], [-9.54802, 3.69871, 1.03941], [-9.03899, 4.90819, 2.22649], [-8.66854, 3.20489, 2.48912], [4.13260, -5.38682, 8.15688], [3.80192, -4.95400, 6.71365], [2.75722, -3.83668, 6.71217], [1.35107, -4.31409, 7.07141], [0.92966, -5.48501, 6.18560], [1.93363, -6.63821, 6.19112], [3.30277, -6.10766, 5.89892], [3.48311, -5.92118, 4.64183], [1.89263, -7.38412, 7.53386], [1.56786, -7.65086, 5.11422], [5.09554, -4.44944, 6.08770], [4.49925, -6.41269, 8.18428], [4.91662, -4.74801, 8.56142], [3.28635, -5.30500, 8.83591], [2.73040, -3.38077, 5.71732], [3.08310, -3.05877, 7.40639], [1.29622, -4.59327, 8.12690], [0.64730, -3.49016, 6.94112], [-0.04242, -5.86959, 6.50106], [0.80799, -5.12713, 5.15844], [2.69552, -8.12001, 7.58915], [0.94488, -7.91537, 7.61746], [1.96389, -6.73480, 8.40156], [1.48457, -7.19111, 4.13265], [0.60575, -8.09805, 5.36364], [2.31278, -8.44530, 5.05807], [5.84059, -5.24446, 6.03738], [5.49154, -3.64339, 6.70518], [4.94017, -4.06197, 5.08393], [8.20921, 6.10720, -4.30998], [7.62771, 5.96389, -5.73162], [7.84962, 7.24546, -6.53679], [6.95119, 8.40279, -6.10198], [5.48181, 7.98308, -6.09765], [5.21772, 6.72423, -5.27143], [6.16543, 5.64682, -5.69221], [5.77202, 5.05295, -6.76017], [5.34088, 7.02740, -3.76993], [3.79494, 6.23028, -5.50210], [8.35239, 4.80244, -6.39897], [7.70371, 5.44107, -3.61073], [9.26424, 5.83653, -4.31545], [8.15248, 7.12206, -3.92146], [7.66322, 7.03395, -7.59420], [8.90124, 7.52867, -6.45255], [7.24699, 8.77108, -5.11603], [7.08636, 9.23997, -6.78895], [4.85687, 8.79055, -5.71007], [5.16094, 7.80316, -7.12825], [5.28621, 6.10659, -3.18728], [4.51164, 7.66589, -3.46592], [6.25349, 7.54975, -3.49780], [3.58405, 6.07114, -6.55660], [3.09731, 6.97793, -5.12409], [3.61506, 5.29243, -4.97246], [8.16812, 3.86935, -5.86453], [9.42348, 5.00344, -6.38420], [8.04666, 4.67022, -7.43359]], "forces_ev_per_a": [[-0.04, 0.09, -0.26], [-0.45, -0.24, -0.11], [0.41, -0.07, 0.48], [-0.10, 0.14, -0.42], [-0.03, 0.04, -0.37], [-0.12, 0.03, 0.18], [0.00, -0.28, -0.04], [-0.21, 0.26, -0.08], [0.01, 0.20, 0.03], [-0.24, 0.30, -0.09], [0.60, -0.34, 0.01], [-0.30, 0.17, -0.09], [0.20, -0.04, 0.01], [-0.12, 0.27, -0.18], [0.02, 0.27, 0.15], [0.18, -0.32, -0.43], [-0.18, -0.04, 0.04], [-0.03, 0.10, 0.04], [-0.02, 0.13, -0.25], [-0.13, -0.08, 0.09], [-0.08, -0.06, 0.04], [0.16, -0.02, 0.11], [0.10, -0.09, 0.14], [0.11, 0.15, 0.10], [0.08, 0.12, 0.04], [-0.01, -0.12, 0.24], [0.03, 0.04, 0.10], [0.08, -0.08, 0.05], [-0.03, -0.06, -0.08], [-0.04, -0.05, 0.03], [0.16, 0.08, 0.01], [-0.06, 0.13, -0.11], [0.12, -0.05, -0.03], [-0.06, 0.06, 0.04], [0.05, -0.28, 0.14], [0.03, 0.03, 0.05], [0.02, -0.09, 0.01], [-0.32, 0.02, 0.11], [-0.13, 0.03, -0.02], [0.01, -0.07, -0.05], [0.08, -0.08, 0.00], [-0.10, 0.04, 0.05], [-0.07, 0.04, -0.05], [0.07, -0.13, 0.04], [0.13, -0.15, 0.03], [0.00, -0.04, -0.08], [0.09, -0.04, 0.01], [-0.07, 0.13, 0.07], [-0.22, 0.04, 0.27], [0.11, 0.01, 0.02], [0.17, 0.01, -0.14], [-0.01, -0.10, 0.06], [0.07, 0.06, 0.00], [0.08, 0.04, 0.04], [0.09, -0.01, 0.12], [-0.10, 0.00, -0.04], [0.02, 0.04, -0.08], [-0.80, -0.16, 0.06], [0.21, 0.24, 0.02], [-0.02, -0.08, -0.05], [0.12, 0.06, 0.34], [-0.49, 0.33, -0.65], [0.86, 0.45, 0.65], [-0.12, -0.28, -0.24], [-0.14, 0.01, 0.01], [0.22, -0.19, -0.09], [0.16, -0.12, 0.06], [0.01, -0.01, 0.00], [0.07, -0.03, 0.06], [0.03, 0.00, -0.05], [0.01, -0.07, -0.07], [-0.03, -0.03, 0.02], [-0.01, -0.02, -0.03], [-0.01, 0.02, 0.01], [-0.03, 0.00, -0.04], [-0.01, -0.09, -0.03], [0.04, -0.05, 0.03], [0.04, 0.02, 0.00], [0.02, -0.03, 0.01], [-0.02, -0.04, 0.03], [-0.04, 0.02, 0.01], [-0.05, -0.01, 0.04], [0.00, 0.01, -0.01], [-0.06, 0.03, 0.00], [0.01, 0.01, -0.08], [0.06, -0.05, -0.07], [-0.43, 0.64, -0.34], [0.28, -0.10, 0.12], [-0.06, -0.02, -0.06], [0.03, 0.10, 0.32], [0.16, 0.17, -0.80], [0.71, -0.22, 0.95], [-0.34, -0.19, -0.20], [-0.08, 0.09, 0.05], [-0.04, -0.18, 0.08], [-0.08, -0.15, 0.13], [-0.01, -0.01, 0.01], [-0.01, -0.03, 0.08], [0.01, -0.05, -0.02], [-0.05, -0.05, -0.05], [-0.04, 0.02, 0.00], [-0.03, -0.01, -0.03], [0.01, 0.02, 0.00], [0.01, -0.02, -0.04], [-0.08, -0.03, -0.03], [-0.01, -0.01, 0.00], [0.02, -0.08, 0.02], [-0.02, -0.03, 0.02], [-0.04, 0.06, 0.00], [0.03, 0.04, -0.03], [-0.02, 0.01, 0.00], [0.01, 0.00, -0.01], [0.01, 0.06, -0.02], [0.02, -0.04, -0.07], [-0.06, -0.08, -0.01], [0.49, -0.09, 0.68], [-0.28, 0.08, -0.11], [0.06, -0.06, -0.01], [-0.02, 0.32, -0.03], [-0.16, -0.66, 0.49], [-0.64, 0.86, -0.53], [0.28, -0.28, -0.06], [0.09, 0.07, 0.05], [-0.01, 0.00, -0.20], [0.07, 0.06, -0.19], [0.01, 0.00, -0.01], [0.01, 0.06, -0.07], [-0.02, -0.04, -0.03], [0.04, -0.07, -0.03], [0.04, 0.01, 0.01], [0.02, -0.03, 0.00], [-0.01, 0.00, 0.02], [-0.01, -0.04, 0.00], [0.08, -0.04, -0.02], [0.01, 0.00, -0.01], [-0.03, -0.01, -0.08], [0.02, 0.01, -0.03], [0.06, 0.02, 0.02], [-0.02, -0.01, 0.05], [0.01, 0.01, 0.01], [-0.01, -0.01, 0.01], [-0.01, 0.00, 0.06], [-0.03, -0.08, -0.01], [-0.09, 0.02, 0.03], [0.53, -0.16, 0.62], [-0.15, 0.23, -0.17], [-0.02, -0.08, 0.04], [0.20, 0.12, -0.22], [-0.33, 0.08, 0.78], [-0.01, 0.56, -0.98], [-0.08, -0.35, 0.20], [0.14, -0.02, 0.00], [-0.09, -0.10, -0.14], [-0.02, -0.11, -0.18], [0.00, -0.01, -0.01], [0.02, -0.02, -0.09], [-0.05, -0.01, 0.00], [-0.04, -0.08, 0.02], [0.03, -0.02, 0.01], [-0.01, -0.03, 0.02], [0.01, 0.02, 0.01], [-0.03, 0.00, 0.02], [0.01, -0.10, 0.02], [0.01, 0.00, -0.02], [-0.06, -0.02, -0.06], [0.00, -0.02, -0.02], [0.06, -0.03, 0.00], [0.01, 0.04, 0.05], [0.01, 0.00, 0.01], [-0.01, 0.00, 0.01], [0.03, 0.03, 0.05], [-0.07, -0.01, 0.04]], "gap_ev": [8.240, 9.333], "max_force_ev_per_a": 1.21, "multiplicity": 5}



{"formula": "C4H7NO2", "method": "ωB97M-V/def2-TZVPD", "elements": ["C", "C", "C", "O", "C", "O", "N", "H", "H", "H", "H", "H", "H", "H"], "xyz": [[-1.24495, 1.35362, 0.26467], [-0.11718, 0.49594, -0.23157], [1.05433, 0.24657, 1.17912], [1.37560, 1.14027, 0.28663], [-0.44370, -1.01852, -0.27289], [-1.52075, -1.44100, 0.09304], [0.52546, -1.79199, -0.83133], [-1.56808, 1.03490, 1.25488], [-0.91970, 2.39473, 0.29342], [-2.08382, 1.26125, -0.43311], [0.19306, 0.75493, -1.25490], [1.85758, -0.54849, 1.22981], [1.43352, -1.42697, -1.07338], [0.37707, -2.78946, -0.86203]], "forces_ev_per_a": [[0.07, 0.02, 0.06], [-0.38, 0.12, -0.31], [0.38, 0.00, 0.16], [-0.16, -0.27, 0.15], [-0.14, -0.19, 0.09], [0.47, 0.23, -0.16], [-0.01, -0.05, 0.03], [0.03, 0.03, -0.16], [-0.05, -0.11, 0.01], [0.12, 0.01, 0.07], [-0.05, -0.05, 0.06], [-0.13, 0.11, -0.06], [-0.17, 0.00, 0.05], [0.02, 0.15, 0.02]], "relative_energy_kcal_mol": 123.8, "gap_ev": [8.326, 8.326], "max_force_ev_per_a": 0.55}



{"formula": "C4H8N3O3", "method": "ωB97M-V/def2-TZVPD", "elements": ["C", "C", "C", "C", "N", "N", "N", "O", "O", "O", "H", "H", "H", "H", "H", "H", "H", "H"], "xyz": [[-0.52518, -0.24893, -0.74897], [-0.67846, 1.24074, -1.07198], [0.58927, -0.16535, 0.31453], [0.90423, -1.22080, 1.41896], [-0.25412, 1.88700, 0.24598], [0.56169, 1.11484, 0.83568], [2.39458, 0.06156, -0.54938], [1.30880, 1.43929, 1.74583], [3.06924, -0.86178, -0.25281], [2.41227, 1.03864, -1.17524], [-1.48503, -0.55190, -0.28799], [-0.30554, -0.91313, -1.61427], [-0.06198, 1.46620, -1.96605], [-1.82127, 1.45846, -1.16499], [1.03385, -0.99696, 2.50854], [1.92935, -1.56928, 1.12123], [0.11386, -2.04916, 1.32153], [-0.15434, 2.87170, 0.35130]], "forces_ev_per_a": [[0.34, 0.03, 0.91], [-2.59, 0.07, 0.04], [1.24, -3.11, 0.71], [-0.50, -1.34, -1.21], [-1.06, -0.25, -3.26], [2.32, 0.87, 2.56], [-2.98, -2.41, 2.42], [-1.03, 0.33, -0.70], [0.62, 1.18, -1.03], [1.13, 1.26, -1.27], [0.69, -0.38, 0.00], [-0.04, 0.63, 0.67], [-0.41, 0.77, 0.87], [2.35, 0.02, -0.37], [-0.56, 0.78, -1.19], [-1.12, -0.42, 0.31], [1.45, 1.03, 0.09], [0.18, 0.93, 0.44]], "relative_energy_kcal_mol": 108.5, "gap_ev": [8.306, 8.307], "max_force_ev_per_a": 4.54, "charge": 1}